Entry 1:
DFT (wB97M-V/def2-TZVPD) results for 2 unconnected molecules or ions with the total composition C3H5ClP.

The geometry in ORCA input format:
```
! RIJCOSX wB97M-V def2-TZVPD def2/J DEFGRID3
* xyz 1 1
C -0.563 1.717 -0.040
C -1.750 1.654 -0.019
C 0.274 -1.545 0.013
P 1.213 -0.096 0.715
Cl 2.759 0.045 -0.425
H 0.370 1.994 -0.487
H -2.773 1.606 0.177
H 0.727 -1.773 -0.876
H -0.714 -1.358 0.198
H 0.458 -2.245 0.744
*
```

For the LUMO energy, the calculation gives -7.20 eV. For the HOMO-LUMO gap, the calculation gives 0.29566 hartree. The calculation puts the HOMO energy at -15.246 eV. The energy relative to the best compared isomer or geometry (same formula, charge and spin) comes out at 1.975 eV.

Here are the natural (NBO) charges for atoms 1 to 8, given in e: C -0.3897; C -0.0106; C -0.9578; P 1.1231; Cl -0.1070; H 0.2712; H 0.2562; H 0.2631

Entry 2:
DFT (wB97M-V/def2-TZVPD) results for a single C3H5ClS molecule.

The geometry in ORCA input format:
```
! RIJCOSX wB97M-V def2-TZVPD def2/J DEFGRID3
* xyz 0 1
C -0.390 1.814 0.063
C -0.577 0.182 0.033
C 0.583 -0.523 0.710
H -0.102 2.232 1.053
H 0.573 1.998 -0.512
H -1.140 2.431 -0.469
H 0.576 -0.263 1.692
H 0.381 -1.580 0.618
S -1.975 -0.574 -0.169
Cl 1.977 -0.263 -0.265
*
```

For the LUMO energy, the calculation gives -0.39 eV. The SMILES is CC(=S)CCl. For the HOMO-LUMO gap, the calculation gives 0.31236 hartree. The calculation puts the HOMO energy at -8.887 eV. The energy relative to the best compared isomer or geometry (same formula, charge and spin) comes out at 0.531 eV.

Here are the natural (NBO) charges for atoms 1 to 8, given in e: C -0.6929; C -0.0785; C -0.4792; H 0.2330; H 0.2331; H 0.2387; H 0.2248; H 0.2340

Entry 3:
DFT (wB97M-V/def2-TZVPD) results for 2 unconnected molecules or ions with the total composition C3H5ClS.

The geometry in ORCA input format:
```
! RIJCOSX wB97M-V def2-TZVPD def2/J DEFGRID3
* xyz 0 1
C -2.332 0.274 -0.295
C 1.833 0.339 0.437
C -1.460 -0.637 -0.724
S -3.209 1.467 0.159
Cl -1.122 -2.008 0.188
H 1.597 -0.333 1.356
H 0.872 0.604 -0.031
H 2.350 1.158 0.916
H 2.485 -0.104 -0.230
H -1.014 -0.760 -1.776
*
```

For the LUMO energy, the calculation gives -0.84 eV. The SMILES is S=C=CCl.C. For the HOMO-LUMO gap, the calculation gives 0.28282 hartree. The calculation puts the HOMO energy at -8.531 eV. The energy relative to the best compared isomer or geometry (same formula, charge and spin) comes out at 1.375 eV.

Here are the natural (NBO) charges for atoms 1 to 8, given in e: C -0.0911; C -0.8491; C -0.4476; S 0.2270; Cl 0.0444; H 0.2122; H 0.2139; H 0.2130

Entry 4:
DFT (wB97M-V/def2-TZVPD) results for a single C3H5ClS2 molecule.

The geometry in ORCA input format:
```
! RIJCOSX wB97M-V def2-TZVPD def2/J DEFGRID3
* xyz 0 1
C -1.672 -0.350 -1.065
C 0.971 -0.440 0.195
C 1.325 0.502 1.241
H -1.275 -0.319 -2.090
H -2.534 -0.987 -1.114
H -2.083 0.615 -0.827
H 2.394 0.506 1.380
H 0.861 0.204 2.208
S -0.660 -1.115 0.215
S 1.991 -0.774 -1.058
Cl 0.683 2.158 0.915
*
```

For the LUMO energy, the calculation gives -1.28 eV. The SMILES is CSC(=S)CCl. For the HOMO-LUMO gap, the calculation gives 0.27646 hartree. The calculation puts the HOMO energy at -8.800 eV. The energy relative to the best compared isomer or geometry (same formula, charge and spin) comes out at 0.752 eV.

Here are the natural (NBO) charges for atoms 1 to 8, given in e: C -0.7347; C -0.3022; C -0.4587; H 0.2322; H 0.2346; H 0.2232; H 0.2371; H 0.2382

Entry 5:
DFT (wB97M-V/def2-TZVPD) results for a single C3H5ClS2 molecule.

The geometry in ORCA input format:
```
! RIJCOSX wB97M-V def2-TZVPD def2/J DEFGRID3
* xyz 0 1
C 1.361 -1.091 -0.875
C -0.010 0.867 0.446
C -1.435 0.648 0.947
H 1.907 -0.379 -1.508
H 1.997 -1.958 -0.834
H 0.391 -1.362 -1.336
H -1.937 1.579 1.095
H -1.460 0.095 1.873
S 1.115 -0.433 0.804
S 0.420 2.283 -0.314
Cl -2.350 -0.248 -0.298
*
```

For the LUMO energy, the calculation gives -1.13 eV. The SMILES is CSC(=S)CCl. For the HOMO-LUMO gap, the calculation gives 0.28618 hartree. The calculation puts the HOMO energy at -8.917 eV. The energy relative to the best compared isomer or geometry (same formula, charge and spin) comes out at 0.532 eV.

Here are the natural (NBO) charges for atoms 1 to 8, given in e: C -0.7286; C -0.2951; C -0.4482; H 0.2279; H 0.2346; H 0.2323; H 0.2303; H 0.2315

Entry 6:
DFT (wB97M-V/def2-TZVPD) results for a molecular structure, C3H5ClS2.

The geometry in ORCA input format:
```
! RIJCOSX wB97M-V def2-TZVPD def2/J DEFGRID3
* xyz 0 1
C -0.602 0.313 -1.111
C 0.740 0.003 -0.334
C 0.529 0.071 1.156
H -1.106 1.200 -0.521
H -0.514 0.638 -2.284
H -1.351 -0.603 -1.328
H 1.564 0.917 -0.503
H -0.958 -1.030 2.434
S -0.485 -1.331 1.265
S 1.024 1.293 2.017
Cl 1.158 -1.470 -0.790
*
```

For the LUMO energy, the calculation gives -0.34 eV. For the HOMO-LUMO gap, the calculation gives 0.31848 hartree. The calculation puts the HOMO energy at -9.006 eV. The energy relative to the best compared isomer or geometry (same formula, charge and spin) comes out at 2.430 eV.

Here are the natural (NBO) charges for atoms 1 to 8, given in e: C -0.6435; C -0.4284; C -0.3178; H 0.2264; H 0.2368; H 0.2415; H 0.2490; H 0.1113

Entry 7:
DFT (wB97M-V/def2-TZVPD) results for a molecular structure, C3H5CrO4.

The geometry in ORCA input format:
```
! RIJCOSX wB97M-V def2-TZVPD def2/J DEFGRID3
* xyz 1 5
O -0.478 0.594 0.344
C -0.365 1.905 -0.149
C -1.087 -0.473 -0.304
O -1.334 2.598 -0.319
O 0.832 1.945 -0.600
C -0.463 -0.965 -1.414
H -2.156 -0.293 -0.164
H 0.533 -1.461 1.321
H -1.042 -1.120 -2.323
H 0.473 -1.517 -1.341
O 1.443 -0.895 1.642
H 1.771 -1.189 2.496
Cr 1.872 0.871 0.809
*
```

For the LUMO energy (spin up / spin down), the calculation gives -6.91 / -6.17 eV. For the HOMO-LUMO gap (spin up / spin down), the calculation gives 0.23585 / 0.26605 hartree. The calculation puts the HOMO energy (spin up / spin down) at -13.332 / -13.406 eV. The energy relative to the best compared isomer or geometry (same formula, charge and spin) comes out at 4.202 eV.

Here are the natural (NBO) charges for atoms 1 to 8, given in e: O -0.6754; C 0.9409; C 0.0667; O -0.5209; O -0.8082; C -0.3793; H 0.2143; H 0.5888

Entry 8:
DFT (wB97M-V/def2-TZVPD) results for a molecular structure, C3H5CuLiO3.

The geometry in ORCA input format:
```
! RIJCOSX wB97M-V def2-TZVPD def2/J DEFGRID3
* xyz 0 2
O -1.103 0.500 -0.285
C 0.118 1.014 -0.752
C -0.915 0.008 1.036
O 0.287 0.938 -2.029
O 1.056 -0.168 -0.142
C 0.435 -0.720 0.990
H -1.753 -0.642 1.304
H -0.870 0.862 1.731
H 0.347 -1.808 0.856
H 1.054 -0.508 1.874
H 0.384 1.957 -0.241
Cu -0.894 -0.808 -2.471
Li 1.855 -0.625 -1.871
*
```

For the LUMO energy (spin up / spin down), the calculation gives -0.35 / -0.53 eV. For the HOMO-LUMO gap (spin up / spin down), the calculation gives 0.18825 / 0.28901 hartree. The calculation puts the HOMO energy (spin up / spin down) at -5.470 / -8.397 eV. The energy relative to the best compared isomer or geometry (same formula, charge and spin) comes out at 0.000 eV.

Here are the natural (NBO) charges for atoms 1 to 8, given in e: O -0.5607; C 0.6292; C -0.1015; O -0.9238; O -0.7368; C -0.0943; H 0.2066; H 0.1717

Entry 9:
DFT (wB97M-V/def2-TZVPD) results for a molecular structure, C3H5EuO3.

The geometry in ORCA input format:
```
! RIJCOSX wB97M-V def2-TZVPD def2/J DEFGRID3
* xyz 0 9
H 2.456 -2.487 0.490
O -1.365 -1.008 -0.098
C -0.173 -1.147 0.408
C -1.666 0.354 -0.525
O 2.781 -1.725 0.010
O 0.357 0.083 0.552
C -0.463 1.140 -0.039
Eu 3.007 0.279 0.944
H -2.607 0.650 -0.053
H -1.753 0.342 -1.616
H -0.630 1.856 0.769
H 0.058 1.663 -0.845
*
```

For the LUMO energy (spin up / spin down), the calculation gives 0.32 / 0.22 eV. For the HOMO-LUMO gap (spin up / spin down), the calculation gives 0.18449 / 0.33518 hartree. The calculation puts the HOMO energy (spin up / spin down) at -4.695 / -8.900 eV. The energy relative to the best compared isomer or geometry (same formula, charge and spin) comes out at 0.000 eV.

Here are the Mulliken charges for atoms 1 to 8, given in e: H 0.2371; O -0.1950; C -0.0058; C -0.3182; O -0.9061; O -0.1362; C -0.2939; Eu 0.5733

Entry 10:
DFT (wB97M-V/def2-TZVPD) results for 2 unconnected molecules or ions with the total composition C3H5F2N.

The geometry in ORCA input format:
```
! RIJCOSX wB97M-V def2-TZVPD def2/J DEFGRID3
* xyz 0 3
C 1.940 -0.448 -0.105
C 1.616 0.841 0.444
C -2.038 -0.528 -0.365
N 2.148 -1.496 -0.512
F -2.195 -0.719 0.955
F -2.323 0.758 -0.638
H 2.042 1.631 -0.172
H 2.013 0.920 1.456
H 0.533 0.964 0.481
H -2.740 -1.173 -0.909
H -0.996 -0.748 -0.636
*
```

For the LUMO energy (spin up / spin down), the calculation gives 0.81 / -3.73 eV. For the HOMO-LUMO gap (spin up / spin down), the calculation gives 0.21405 / 0.31144 hartree. The calculation puts the HOMO energy (spin up / spin down) at -5.011 / -12.203 eV. The energy relative to the best compared isomer or geometry (same formula, charge and spin) comes out at 3.410 eV.

Here are the natural (NBO) charges for atoms 1 to 8, given in e: C 0.2687; C -0.7361; C 0.4355; N -0.2570; F -0.3436; F -0.3457; H 0.2431; H 0.2591

Entry 11:
DFT (wB97M-V/def2-TZVPD) results for 2 unconnected molecules or ions with the total composition C3H5F2NO.

The geometry in ORCA input format:
```
! RIJCOSX wB97M-V def2-TZVPD def2/J DEFGRID3
* xyz 0 1
C -0.411 -0.646 -0.199
C -1.593 -1.128 -0.449
C 0.755 -0.804 0.609
N 0.737 1.935 -0.299
O -0.037 1.375 -1.082
F -2.555 -0.720 -1.317
F -2.160 -2.190 0.174
H 1.247 0.174 0.772
H 1.420 -1.535 0.046
H 0.500 -0.902 1.651
H 1.739 1.818 -0.405
H 0.358 2.623 0.500
*
```

For the LUMO energy (spin up / spin down), the calculation gives 0.36 / 0.12 eV. For the HOMO-LUMO gap (spin up / spin down), the calculation gives 0.32966 / 0.32899 hartree. The calculation puts the HOMO energy (spin up / spin down) at -8.612 / -8.829 eV. The energy relative to the best compared isomer or geometry (same formula, charge and spin) comes out at 6.337 eV.

Here are the natural (NBO) charges for atoms 1 to 8, given in e: C -0.0108; C 0.6344; C -0.7217; N -0.3454; O -0.3199; F -0.3163; F -0.3313; H 0.2244

Entry 12:
DFT (wB97M-V/def2-TZVPD) results for a single C3H5F4NO3S molecule.

The geometry in ORCA input format:
```
! RIJCOSX wB97M-V def2-TZVPD def2/J DEFGRID3
* xyz 0 1
O 0.575 -3.558 0.728
S -0.280 -2.447 0.579
O -1.648 -2.566 0.229
F -0.303 -1.682 1.956
N 0.503 -1.318 -0.294
C -0.257 -0.167 -0.797
C -0.208 1.024 0.166
O -1.379 1.799 0.067
C 0.956 1.949 -0.163
F 1.135 2.871 0.790
F 0.766 2.589 -1.329
F 2.099 1.244 -0.278
H 1.097 -1.776 -0.973
H 0.184 0.106 -1.754
H -1.301 -0.427 -0.969
H -0.029 0.673 1.184
H -1.910 1.686 0.859
*
```

For the LUMO energy, the calculation gives 0.46 eV. The SMILES is O=S(=O)(F)NC[C@H](O)C(F)(F)F. For the HOMO-LUMO gap, the calculation gives 0.43063 hartree. The calculation puts the HOMO energy at -11.260 eV. The energy relative to the best compared isomer or geometry (same formula, charge and spin) comes out at 0.000 eV.

Here are the natural (NBO) charges for atoms 1 to 8, given in e: O -0.8925; S 2.5326; O -0.9051; F -0.4891; N -0.8739; C -0.2607; C -0.0041; O -0.6954

Number 1: M 107.50 Da, F_max 4.2 eV/Å. Number 2: M 108.59 Da, F_max 4.4 eV/Å. Number 3: M 108.59 Da, F_max 3.8 eV/Å. Number 4: M 140.66 Da, F_max 3.3 eV/Å. Number 5: M 140.66 Da, F_max 2.0 eV/Å. Number 6: M 140.66 Da, F_max 7.5 eV/Å. Number 7: M 157.06 Da, F_max 5.1 eV/Å. Number 8: M 159.56 Da, F_max 1.7 eV/Å. Number 9: M 241.03 Da, F_max 1.1 eV/Å. Number 10: M 93.08 Da, F_max 16.4 eV/Å. Number 11: M 109.07 Da, F_max 4.6 eV/Å. Number 12: M 211.14 Da, F_max 0.5 eV/Å.